# H8O3S2

4 unconnected molecules or ions with the total composition H8O3S2 at a distorted geometry (ωB97M-V/def2-TZVPD, the OMol25 dataset).

Each line ends with the Löwdin charge.
Geometry (Å):
O  -3.5995  1.3727  -1.9772  -0.038
H  3.8144  -0.1708  0.3933  -0.122
O  -0.0572  0.2436  4.1634  -0.146
O  -0.1040  0.2538  -2.8201  -0.062
H  0.0951  0.6692  -3.6150  -0.010
S  2.3852  -0.3967  0.0438  0.168
H  0.6815  0.4723  4.7782  0.032
H  -2.6995  1.1638  -1.7346  0.019
H  0.6749  -0.3498  -2.6246  0.048
H  -4.1753  0.8043  -1.5119  0.006
H  -0.6859  1.0897  4.3811  0.114
H  1.2232  -2.5982  -0.0302  -0.223
S  2.4473  -2.5541  0.5538  0.214

The energy above the lowest of the compared OMol25 structures with the same formula, charge and spin comes out at 35.3 kcal/mol. The lowest unoccupied orbital energy is -0.27 eV. The spin multiplicity is 1. The value obtained for the highest occupied orbital energy is -0.3248 Eh. As for the total charge: 0. Its SMILES is SS.O.O.O.